15
Properties=species:S:1:pos:R:3:mulliken_charge:R:1 method="wB97M-V/def2-TZVPD" smiles="N=C=CCO.C=N" orbital_gap_ev=9.61 lumo_energy_ev=0.6991 homo_energy_ev=-8.913
N -1.6341 -0.8861 -1.4716 -0.66
C -0.4795 -0.5373 -1.4660 0.22
C 0.5058 0.1942 -0.8736 0.01
C 1.8173 -0.3381 -0.3480 -0.40
O 2.3753 0.5852 0.5530 -0.53
H -2.0192 -0.4366 -0.4215 0.28
H 0.5608 1.2314 -1.2034 0.30
H 2.5270 -0.4536 -1.1740 0.32
H 1.6723 -1.3332 0.1074 0.30
H 1.6431 0.9484 1.0757 0.41
C -1.7863 0.2989 0.8617 -0.71
N -0.4572 0.4345 0.9297 -0.54
H -2.2770 -0.4699 1.4654 0.36
H -2.3661 1.1986 0.6476 0.36
H -0.0823 -0.4361 1.3176 0.27

94
Properties=species:S:1:pos:R:3:mulliken_charge:R:1 method="wB97M-V/def2-TZVPD" charge=+1 orbital_gap_ev="4.79 / 4.97" lumo_energy_ev="-3.4381 / -3.4239" homo_energy_ev="-8.228 / -8.394"
La 0.1249 -0.1045 -0.1046 1.64
C -1.8292 -6.0710 -3.1642 -0.68
C -0.7455 -6.6038 -2.4519 -0.69
C 0.1077 -5.7851 -1.7352 -0.16
C -0.1598 -4.4210 -1.7375 0.03
C 0.5328 -3.2936 -1.1319 0.15
N 1.7058 -3.4653 -0.4752 -0.52
C 2.4838 -2.4814 -0.1159 0.05
C 3.8585 -2.6971 0.3889 0.04
C 4.5910 -3.8513 0.5893 -0.13
C 5.8929 -3.7052 1.0558 -0.66
C 6.4366 -2.4450 1.2992 -0.66
C 5.6967 -1.2868 1.0832 -0.05
C 4.4018 -1.4423 0.6308 -0.39
C 3.3597 -0.4511 0.2736 0.27
N 3.5142 0.8121 0.3798 -0.58
C 2.7164 1.8446 -0.0938 0.64
N 1.5848 1.7587 -1.1372 -0.49
C 0.6476 2.8704 -1.2068 -0.24
N -0.4861 2.7995 -1.8377 -0.10
C -1.1262 1.7770 -2.4153 -0.56
N -0.9190 0.4527 -2.1813 -0.19
C -1.8219 -0.2765 -2.8914 -0.37
N -1.9563 -1.6047 -2.9027 -0.43
C -1.1803 -2.4458 -2.2686 -0.34
N -0.1148 -2.1520 -1.4107 0.24
C -1.2391 -3.8899 -2.4447 0.14
C -2.0864 -4.7116 -3.1790 -0.07
C -2.6643 0.6291 -3.6416 0.25
C -3.7359 0.4146 -4.5088 -0.23
C -4.3612 1.5230 -5.0415 -0.72
C -3.9342 2.8254 -4.7234 -0.73
C -2.8722 3.0435 -3.8716 -0.19
C -2.2378 1.9270 -3.3248 0.20
C 1.0668 4.1473 -0.6564 0.21
C 0.5117 5.3372 -0.9771 0.20
C 0.9109 6.5551 -0.3172 -0.72
C 1.8617 6.5832 0.6328 -1.03
C 2.6214 5.3719 0.9559 -0.96
C 2.1786 4.0994 0.3042 1.52
N 2.2379 -1.1434 -0.1500 0.11
H -2.4705 -6.7409 -3.7222 0.41
H -0.5739 -7.6718 -2.4755 0.43
H 0.9597 -6.1810 -1.1991 0.58
H 4.1658 -4.8233 0.3796 0.60
H 6.5022 -4.5835 1.2243 0.42
H 7.4563 -2.3691 1.6531 0.43
H 6.1132 -0.3037 1.2555 0.59
H -2.9096 -4.2951 -3.7434 0.58
H -4.0538 -0.5899 -4.7547 0.59
H -5.1911 1.3945 -5.7244 0.43
H -4.4467 3.6689 -5.1680 0.45
H -2.5352 4.0445 -3.6356 0.54
H -0.2779 5.3645 -1.7154 0.61
H 0.3807 7.4646 -0.5685 0.42
H 2.0715 7.4889 1.1860 0.44
H 3.1598 5.3342 1.9002 0.98
N -0.5222 0.7472 2.8103 -0.21
N -0.3256 2.0924 3.1833 -0.43
C 0.7990 2.6827 2.6168 -0.03
N 1.3258 3.7086 3.3255 -0.37
N 1.2313 2.2013 1.5055 0.09
N 2.4030 2.8104 0.9323 -0.09
O 2.9545 2.2720 -1.3654 -0.58
O 3.3642 4.7393 -0.0859 -0.58
H -1.5110 0.5310 2.8143 0.32
H -0.0290 0.1295 3.4457 0.24
H -0.4151 2.2733 4.1740 0.26
H 0.7669 4.1600 4.0290 0.27
H 2.0192 4.2767 2.8756 0.14
N -6.0539 2.1889 -0.6728 -0.49
C -4.8687 1.6563 -0.3039 1.11
C -3.8291 2.4549 0.1954 -0.98
C -2.6296 1.8702 0.5192 -0.02
N -2.3855 0.5528 0.4136 -0.03
C -3.3937 -0.2100 -0.0423 -0.49
C -4.6273 0.2768 -0.3944 -0.92
H -6.1807 3.1839 -0.6992 0.20
H -6.7487 1.6223 -1.1236 0.20
H -3.9501 3.5259 0.2900 0.36
H -1.8083 2.4877 0.8739 0.04
H -3.1871 -1.2708 -0.1470 0.47
H -5.3855 -0.3957 -0.7726 0.35
C -1.3060 -4.6216 3.5298 -0.92
N -0.2151 -3.6459 3.5166 0.09
C 0.6669 -3.5492 4.6766 -0.94
C -0.1851 -2.7328 2.5851 0.18
N -0.1806 -1.9563 1.7248 -0.48
H -0.9064 -5.5823 3.8511 0.31
H -1.7063 -4.7290 2.5250 0.31
H -2.0997 -4.3129 4.2122 0.32
H 1.0831 -4.5337 4.8858 0.34
H 0.1213 -3.1954 5.5536 0.33
H 1.4850 -2.8683 4.4540 0.32

13
Properties=species:S:1:pos:R:3:mulliken_charge:R:1 method="wB97M-V/def2-TZVPD" smiles="CC(N)=O.C#C" orbital_gap_ev=10.51 lumo_energy_ev=0.7150 homo_energy_ev=-9.799
C -2.2134 0.8495 0.0955 -0.78
C -1.4508 -0.4784 -0.0710 0.48
N -0.1830 -0.4017 -0.5867 -0.34
O -1.9806 -1.5069 0.3027 -0.59
H -3.2366 0.6317 -0.3000 0.25
H -1.7798 1.7747 -0.3241 0.32
H -2.3625 0.8304 1.2608 0.23
H 0.3868 -1.2462 -0.4478 0.18
H 0.3113 0.5418 -0.5152 0.24
C 3.3045 0.2885 0.2204 -0.46
C 3.0495 -0.8450 0.0461 -0.33
H 3.6708 1.2558 0.3810 0.44
H 2.4837 -1.6942 -0.0618 0.35

68
Properties=species:S:1:pos:R:3:mulliken_charge:R:1 method="wB97M-V/def2-TZVPD" charge=+3 orbital_gap_ev="7.62 / 2.72" lumo_energy_ev="-9.0468 / -12.1284" homo_energy_ev="-16.671 / -14.850"
Pb 10.8408 10.0992 11.2634 1.65
N 10.1909 9.2351 14.2281 -0.54
N 10.6168 7.9191 14.4326 -0.12
C 10.8772 7.1598 13.3565 0.28
N 11.0829 5.8205 13.5797 -0.36
N 10.8231 7.7867 12.1083 -0.34
N 11.2302 7.0720 10.9450 1.08
O 11.6700 5.9233 10.9430 -0.67
O 11.1094 7.7913 9.9286 -0.56
H 10.5307 9.8052 15.0083 0.31
H 9.1658 9.3036 14.2443 0.28
H 10.4548 7.5012 15.3584 0.24
H 11.4694 5.5768 14.4775 0.26
H 11.3380 5.2964 12.7345 0.27
C 7.1456 13.7424 10.7039 -0.56
O 6.9777 12.3950 10.0803 -0.40
C 8.0061 11.5645 10.2110 0.72
O 9.0058 11.8286 10.9457 -0.72
N 7.9244 10.4158 9.4711 -0.33
N 9.0139 9.5112 9.5160 -0.36
H 6.2019 14.2340 10.5129 0.26
H 8.0298 14.2413 10.3101 0.25
H 7.2912 13.5519 11.7770 0.30
H 7.1532 10.2636 8.8236 0.26
H 9.4465 9.4287 8.5758 0.32
H 8.7079 8.5703 9.7970 0.35
C 13.7882 11.2378 12.9434 -1.71
C 14.9008 10.5675 12.1996 0.66
C 16.0679 10.2266 12.9158 -0.64
C 17.1741 9.6594 12.3013 -0.74
C 17.1064 9.3345 10.9433 -1.02
C 15.9624 9.6570 10.2233 -0.06
C 14.8549 10.2644 10.8221 0.70
P 13.3778 10.7527 9.7742 1.00
C 13.3329 9.6634 8.3205 1.49
C 13.7347 8.3580 8.5928 -0.96
C 13.9161 7.4274 7.5846 -1.05
C 13.5160 7.7431 6.3087 -0.77
C 12.9603 8.9811 6.0545 -0.57
C 12.8536 9.9872 7.0407 0.14
C 12.2616 11.3338 6.6969 -1.51
C 13.9201 12.3595 9.1298 0.70
C 15.2040 12.5199 8.6308 -0.49
C 15.6506 13.7358 8.0720 -0.77
C 14.7814 14.8513 8.0422 -0.69
C 13.5389 14.7414 8.6352 -0.78
C 13.0436 13.5019 9.1761 1.75
C 11.8154 13.4800 9.7694 -1.53
H 14.2058 12.0428 13.5756 0.50
H 13.2866 10.5026 13.6145 0.26
H 13.0235 11.7004 12.3060 0.33
H 16.1053 10.4116 13.9939 0.48
H 18.0568 9.4396 12.9139 0.43
H 17.9332 8.8258 10.4457 0.47
H 15.9213 9.3956 9.1514 0.45
H 13.9228 8.0582 9.6406 0.72
H 14.2833 6.4141 7.8447 0.47
H 13.5927 6.9916 5.5104 0.46
H 12.6143 9.1943 5.0365 0.51
H 11.4987 11.1829 5.9163 0.53
H 12.9511 12.0576 6.3243 0.34
H 11.7223 11.7766 7.5416 0.13
H 15.9229 11.6770 8.6551 0.30
H 16.6406 13.8121 7.6063 0.43
H 15.1338 15.7902 7.6021 0.45
H 12.9105 15.6513 8.7177 0.38
H 11.1782 14.3598 9.7588 0.30
H 11.4629 12.6302 10.3414 0.02